Density functional theory data (ωB97M-V with the def2-TZVPD basis set) for the molecule C5H8O.

Each line ends with the Mulliken charge.
Cartesian coordinates (Å):
C1 1.74546 0.49572 0.32585  -1.328
C2 0.32561 0.28245 -0.16544  0.377
C3 -0.26820 -1.08723 -0.55312  -0.745
C4 -1.64710 -0.47103 -0.21110  -0.053
O1 -1.77192 -0.45592 1.17912  -0.467
C5 -1.00636 0.63160 0.50391  -0.391
H1 1.96043 -0.07022 1.23454  0.328
H2 1.93072 1.55762 0.53025  0.346
H3 2.46622 0.17453 -0.43973  0.319
H4 0.09503 0.96891 -1.00432  0.205
H5 -0.03866 -1.86928 0.17993  0.267
H6 -0.05518 -1.45504 -1.55807  0.305
H7 -2.51633 -0.46668 -0.84958  0.400
H8 -1.24649 1.65713 0.77530  0.437

2S+1   1
Relative energy (zero: lowest compared OMol25 entry of this formula, charge and spin)   64.7 kcal/mol
Orbital gap   0.3934 Eh